The following is a DFT calculation (ωB97M-V/def2-TZVPD) of a molecular structure, C14H17Cl6GeIrN5O3S2Se at a distorted geometry.

2S+1 ... 2
Energy above the lowest of the compared OMol25 structures with the same formula, charge and spin ... 314.5 kJ/mol
Total charge ... +2

```
50
Properties=species:S:1:pos:R:3:forces:R:3:lowdin_spin:R:1
Ir 0.1933 -0.1610 0.4446 -0.655 1.196 0.915 0.28
Cl 1.7059 3.2159 -1.8990 0.227 -0.360 0.370 0.00
Ge 2.3665 2.5238 -0.0108 -1.798 -0.471 -0.273 0.00
Cl 3.0912 4.1292 1.1674 -0.019 -0.452 -0.387 0.00
Cl 0.3672 2.1348 1.0930 0.992 0.187 -0.472 0.00
S 0.1376 -0.4705 2.8964 0.608 -0.755 0.176 0.02
C 1.5843 -1.3131 3.3075 -0.817 0.539 0.201 0.02
N 2.6041 -0.7261 3.8843 0.579 -0.135 0.152 0.01
C 3.7874 -1.5390 4.1898 -0.072 0.008 -0.058 0.00
C 3.3525 -3.0076 4.0986 -0.153 0.014 -0.146 0.00
S 1.7713 -3.0146 3.1774 0.082 -0.101 0.042 0.01
H 2.6106 0.2734 4.0330 -0.177 -0.039 0.022 0.00
H 4.1486 -1.3020 5.1877 0.026 0.030 0.002 0.00
H 4.5650 -1.3062 3.4623 0.056 -0.038 -0.010 0.00
H 3.1490 -3.4473 5.0710 0.072 0.018 0.032 0.00
H 4.0732 -3.6172 3.5622 0.047 0.002 0.057 0.00
N 0.7163 -2.6797 -1.1678 0.153 -0.276 -0.051 0.01
N 0.8131 -2.1399 0.1544 -0.405 0.386 -0.225 0.01
H 1.1369 -3.6064 -1.1701 0.148 0.045 -0.017 0.00
H 1.2633 -2.0913 -1.7880 -0.077 0.058 0.030 0.00
H 1.7939 -2.0397 0.4684 -0.262 -0.456 0.033 0.00
H 0.3276 -2.7644 0.7928 -0.125 0.004 -0.098 0.00
Cl 4.8930 1.5265 1.6481 0.108 -0.356 -0.128 0.00
C 4.7767 0.6176 0.1009 0.597 -0.422 0.667 0.00
Cl 4.6791 1.7842 -1.2259 -0.269 0.246 0.096 0.00
Cl 6.1536 -0.4227 -0.0953 -0.086 0.072 -0.116 0.00
C 3.4567 -0.1934 0.2622 1.681 -0.426 0.485 0.00
O 3.5247 -1.2919 0.7580 -0.506 0.253 -0.453 0.00
O 2.3861 0.4377 -0.0823 0.159 2.099 -0.193 0.02
O -2.3056 1.1663 -0.4880 0.190 0.049 0.225 -0.01
C -1.4344 0.4666 -0.2346 -0.118 -0.646 -0.904 0.05
C -3.2389 -0.2992 -3.3410 -0.010 0.098 -0.089 0.00
N -2.5878 -1.6014 -3.3833 0.014 0.073 -0.028 0.03
C -2.2935 -2.3859 -2.3357 -0.077 0.071 0.042 0.03
Se -2.5359 -2.0081 -0.5214 -0.088 -0.333 -0.023 0.45
N -1.7696 -3.5255 -2.8097 -0.005 -0.121 -0.137 0.02
C -1.6853 -3.4790 -4.1932 0.020 -0.071 0.064 0.01
C -1.2040 -4.3815 -5.1362 -0.040 -0.038 0.043 0.00
C -1.2542 -3.9774 -6.4534 -0.016 0.033 -0.020 0.01
C -1.7674 -2.7213 -6.8236 0.038 -0.062 -0.013 0.01
C -2.2539 -1.8335 -5.8880 -0.005 0.066 0.034 0.00
C -2.1985 -2.2412 -4.5586 -0.075 0.082 0.041 0.01
H -3.6358 -0.1229 -2.3470 0.040 -0.038 0.037 0.00
H -4.0570 -0.2861 -4.0584 -0.006 -0.068 -0.006 0.00
H -2.5300 0.4858 -3.6021 0.028 -0.022 0.053 0.00
H -1.4911 -4.2880 -2.2151 0.031 0.053 0.034 0.00
H -0.8219 -5.3535 -4.8549 0.008 0.013 -0.006 0.00
H -0.8931 -4.6441 -7.2243 -0.002 0.010 0.003 0.00
H -1.7763 -2.4497 -7.8702 -0.034 0.001 0.010 0.00
H -2.6501 -0.8683 -6.1724 -0.005 -0.019 -0.013 0.00
```
Forces are in eV/Å.